A 11-piece molecular cluster, C42H49Cl12N5O10 overall at a distorted geometry. Source: OMol25; level of theory: the ωB97M-V functional and the def2-TZVPD basis.

Kohn-Sham gap (alpha / beta)	6.582 / 2.559	eV
2S+1	2
charge	+1
E_tot	-222519.4487	eV

Structure (XYZ):
```
118
C42H49Cl12N5O10 the ωB97M-V functional and the def2-TZVPD basis
Cl -0.59 -0.10 6.60
C 0.33 -0.29 5.09
C 0.98 -1.70 5.01
Cl -0.26 -2.95 4.93
H 0.91 0.64 5.14
H -0.40 -0.17 4.29
H 1.49 -1.87 5.96
H 1.65 -1.89 4.17
Cl 4.64 3.69 -3.33
C 3.12 4.26 -3.99
C 2.04 3.20 -3.72
Cl 1.19 3.57 -2.15
H 3.27 4.27 -5.07
H 2.83 5.23 -3.58
H 2.44 2.18 -3.70
H 1.31 3.16 -4.53
Cl 5.10 -2.27 -2.04
C 5.62 -2.24 -0.36
C 5.88 -0.79 0.29
Cl 7.42 0.07 -0.20
H 6.63 -2.64 -0.23
H 4.87 -2.81 0.18
H 5.98 -0.82 1.37
H 5.07 -0.09 0.09
Cl 5.58 2.10 2.81
C 6.38 3.32 1.78
C 5.73 3.43 0.40
Cl 3.95 3.85 0.54
H 7.42 3.00 1.72
H 6.34 4.19 2.44
H 5.87 2.51 -0.16
H 6.08 4.25 -0.23
Cl 2.63 -5.63 -1.96
C 3.20 -5.56 -3.64
C 2.38 -4.47 -4.45
Cl 2.43 -2.87 -3.69
H 3.05 -6.57 -4.00
H 4.27 -5.40 -3.51
H 1.42 -4.88 -4.75
H 2.87 -4.33 -5.41
Cl -0.12 3.41 2.81
C -0.83 4.20 4.24
C -0.70 3.31 5.46
Cl -1.49 4.08 6.88
H -1.86 4.48 4.00
H -0.30 5.14 4.42
H 0.33 3.30 5.82
H -1.11 2.31 5.39
C -2.32 -4.10 -4.33
C -3.19 -5.12 -4.02
C -3.01 -5.95 -2.91
C -1.92 -5.71 -2.10
C -1.05 -4.59 -2.37
C -1.31 -3.82 -3.46
N -1.58 -6.67 -1.01
O -0.48 -6.59 -0.46
O -2.36 -7.50 -0.73
H -2.66 -3.43 -5.11
H -3.94 -5.37 -4.75
H -3.62 -6.84 -2.80
H -0.22 -4.34 -1.72
H -0.73 -2.92 -3.61
C -0.16 6.59 -0.20
C 0.57 6.07 0.86
C 0.91 6.88 1.97
C 0.54 8.15 2.01
C -0.26 8.71 0.94
C -0.61 7.87 -0.13
N 0.87 9.01 3.17
O 1.18 8.55 4.25
O 0.76 10.22 3.00
H -0.45 5.93 -0.99
H 0.85 5.02 0.88
H 1.44 6.42 2.79
H -0.62 9.73 0.98
H -1.27 8.35 -0.84
C -3.44 -4.39 1.79
C -4.25 -4.94 0.81
C -5.59 -4.46 0.65
C -6.09 -3.40 1.46
C -5.17 -2.85 2.41
C -3.84 -3.33 2.57
N -7.44 -2.82 1.23
O -8.25 -3.53 0.72
O -7.68 -1.68 1.59
H -2.43 -4.76 1.78
H -3.87 -5.74 0.19
H -6.23 -4.92 -0.09
H -5.41 -2.01 3.04
H -3.29 -2.99 3.43
C 2.25 0.99 -0.58
C 2.37 -0.33 -1.06
C 1.39 -1.34 -0.71
C 0.50 -1.03 0.43
C 0.44 0.31 0.91
C 1.29 1.29 0.37
N -0.36 -2.10 0.95
O -1.17 -1.82 1.84
O -0.33 -3.21 0.44
H 2.95 1.73 -0.93
H 3.12 -0.66 -1.76
H 1.38 -2.28 -1.25
H -0.29 0.56 1.67
H 1.11 2.31 0.68
C -2.99 -0.23 -0.34
C -3.31 -1.46 -0.85
C -3.90 -1.50 -2.08
C -4.09 -0.33 -2.84
C -3.86 0.91 -2.23
C -3.33 0.94 -0.99
N -4.53 -0.33 -4.29
O -4.92 -1.41 -4.72
O -4.42 0.68 -4.99
H -2.56 -0.26 0.65
H -2.90 -2.34 -0.38
H -4.17 -2.45 -2.51
H -3.87 1.84 -2.76
H -3.19 1.96 -0.68
```